DFT (ωB97M-V/def2-TZVPD) results for 3 unconnected molecules or ions with the total composition C6H16N2.

The value obtained for the largest force on an atom is 0.5 eV/A. The HOMO energy comes out at -0.233 Eh. The energy above the lowest of the compared OMol25 structures with the same formula, charge and spin comes out at 441.14 kJ/mol.

Positions of all 24 atoms, in Å:
C (-1.06327, 1.81532, 0.26330)
C (0.10461, 0.83875, -1.45118)
C (1.47891, 1.47107, -1.51789)
N (-0.72080, 1.69796, 1.53011)
H (0.01794, 2.34924, 1.78576)
H (-0.63367, 0.18239, 1.78869)
H (-1.93324, 1.25338, -0.06292)
H (-0.85703, 2.72528, -0.29518)
H (0.08373, -0.17052, -1.86236)
H (-0.63209, 1.41253, -2.01458)
H (2.23847, 0.88071, -0.99008)
H (1.85702, 1.60013, -2.54140)
H (1.48322, 2.46483, -1.05495)
C (-1.49023, -1.83541, 1.40144)
C (0.93119, -1.96678, -0.29915)
C (0.53793, -0.80958, 0.54993)
N (-0.42563, -0.84612, 1.42813)
H (1.21942, 0.02114, 0.66592)
H (-2.17237, -1.63178, 2.22452)
H (-1.09193, -2.84465, 1.52215)
H (-2.05324, -1.79263, 0.46244)
H (1.41729, -2.73244, 0.31695)
H (0.06893, -2.42896, -0.78158)
H (1.63487, -1.65384, -1.06807)

=====

DFT (ωB97M-V/def2-TZVPD) results for a single C6H16N2 molecule in a non-equilibrium geometry.

The value obtained for the largest force on an atom is 5.2 eV/A. The HOMO energy comes out at -0.307 Eh. The energy above the lowest of the compared OMol25 structures with the same formula, charge and spin comes out at 228.87 kJ/mol.

Positions of all 24 atoms, in Å:
C (-0.70462, -1.44081, 2.10836)
N (-0.93569, -0.65183, 0.86290)
C (0.20519, -0.26724, 0.02797)
C (-0.14285, -0.45543, -1.42463)
C (1.11170, -0.43797, -2.22097)
C (-1.10337, 0.54790, -1.87377)
C (0.68932, 1.21939, 0.46085)
N (0.92356, 1.29269, 1.93711)
H (-1.47182, -1.15862, 2.78346)
H (0.35408, -1.21571, 2.54020)
H (-0.76108, -2.45675, 1.93805)
H (-1.55476, 0.16795, 1.11204)
H (1.02287, -1.02306, 0.24297)
H (-0.66676, -1.45634, -1.46467)
H (1.87137, -0.96437, -1.68853)
H (1.24759, -1.12560, -3.25141)
H (1.32856, 0.64396, -2.56682)
H (-1.04553, 1.45191, -1.39015)
H (-2.17919, 0.20647, -1.96860)
H (-1.10825, 0.79210, -2.95562)
H (1.57832, 1.42114, -0.06364)
H (-0.15707, 1.84761, 0.12293)
H (1.28595, 2.24013, 2.17887)
H (0.00841, 1.14809, 2.36406)

=====

DFT (ωB97M-V/def2-TZVPD) results for a molecular structure, C6H16N2 in a non-equilibrium geometry.

The value obtained for the largest force on an atom is 4.7 eV/A. The HOMO energy comes out at -0.288 Eh. The energy above the lowest of the compared OMol25 structures with the same formula, charge and spin comes out at 592.14 kJ/mol.

Positions of all 24 atoms, in Å:
N (-3.74068, -0.28407, -0.36310)
C (-2.47444, 0.18802, -0.05368)
C (-2.07925, -0.14885, 1.38777)
C (-1.68662, 0.81768, -0.94471)
N (1.17575, 0.07080, 0.80024)
C (1.85112, 0.89436, 0.02369)
C (3.26205, 0.48982, -0.48335)
C (3.40885, -1.06375, -0.43602)
H (-4.21041, -0.82200, 0.34065)
H (-3.93545, -0.60226, -1.29787)
H (-0.46568, -2.19838, 0.53239)
H (-2.65322, -1.06032, 1.55863)
H (-2.30379, 0.52312, 2.18985)
H (-1.04980, -0.47804, 1.41026)
H (-0.66852, 0.86046, -0.63832)
H (-1.91654, 1.07124, -1.99647)
H (0.23589, -2.26170, 0.77030)
H (1.73898, 1.98940, 0.16872)
H (1.10504, -0.12382, -0.37607)
H (3.27126, 0.77366, -1.52758)
H (4.04245, 0.95092, 0.09736)
H (3.08448, -1.43061, -1.44114)
H (4.45330, -1.36276, -0.38468)
H (2.87943, -1.58822, 0.34598)

=====

DFT (ωB97M-V/def2-TZVPD) results for a molecular structure, C6H16N2 in a non-equilibrium geometry.

The value obtained for the largest force on an atom is 6.5 eV/A. The HOMO energy comes out at -0.260 Eh. The energy above the lowest of the compared OMol25 structures with the same formula, charge and spin comes out at 360.77 kJ/mol.

Positions of all 24 atoms, in Å:
C (-0.14395, 1.02770, 0.18398)
C (0.52513, -1.30300, 0.01965)
C (-0.81593, -0.06944, -0.45196)
C (-0.20715, 1.16518, 1.67887)
C (1.06097, 1.64515, -0.47929)
C (0.70138, -2.15906, -1.22821)
N (0.04286, -2.00123, 1.17936)
N (-1.64308, 1.97715, -0.54808)
H (1.48277, -0.85453, 0.28456)
H (0.75620, -2.55545, 1.63861)
H (-0.75984, -2.58345, 0.97326)
H (-1.63564, 2.33614, -1.49938)
H (-2.51964, 2.01510, -0.03474)
H (-0.81141, -0.09537, -1.53452)
H (-1.67384, -0.48995, 0.05762)
H (1.04926, 1.49098, -1.55709)
H (-0.41219, 0.23328, 2.19912)
H (-0.99977, 1.84809, 1.98143)
H (0.70397, 1.57846, 2.11723)
H (1.07288, 2.71347, -0.26938)
H (1.98460, 1.22636, -0.07199)
H (1.42639, -2.96063, -1.05242)
H (-0.24470, -2.62147, -1.51831)
H (1.06073, -1.56349, -2.06831)

=====

> Among the records above, which one has the highest HOMO?

number 1

=====

> Which value of HOMO does entry 1 give?

-0.233 Eh

=====

> The highest HOMO belongs to which entry?

number 1